No. 1
A gas-phase ion, C4H9NOS (charge -1), computed with wB97M-V/def2-TZVPD.

- lowest unoccupied orbital energy (alpha / beta) (eV) = 4.0282 / 1.9087
- ΔE to the lowest compared entry with this formula, charge and spin (kcal/mol) = 27.4
- HOMO energy (alpha / beta) (eV) = -3.034 / -2.492
- charge = -1
- HOMO-LUMO gap (alpha / beta) (eV) = 7.06 / 4.40
- spin multiplicity = 2
- total energy (eV) = -18665.0759
- <S²> = 0.760

Bonds (Å) are listed after each position.
Geometry (Å):
1 C -1.886 -0.534 -0.662  N2 1.442, H8 1.092, H9 1.109, H10 1.092
2 N -1.080 0.659 -0.741  C1 1.442, C3 1.466, H11 1.008
3 C 0.368 0.512 -0.563  N2 1.466, C4 1.512, C6 1.560, H12 1.090
4 C 0.762 -0.153 0.736  C3 1.512, S5 1.809, H13 1.088, H14 1.094
5 S 0.114 0.761 2.156  C4 1.809
6 C 0.970 -0.343 -1.721  C3 1.560, O7 1.349, H15 1.124, H16 1.093
7 O 0.881 -1.664 -1.462  C6 1.349
8 H -2.878 -0.397 -1.097  C1 1.092
9 H -2.072 -0.859 0.382  C1 1.109
10 H -1.287 -1.361 -1.049  C1 1.092
11 H -1.423 1.431 -0.191  N2 1.008
12 H 0.684 1.553 -0.626  C3 1.090
13 H 1.837 -0.234 0.883  C4 1.088
14 H 0.323 -1.152 0.818  C4 1.094
15 H 2.038 0.009 -1.733  C6 1.124
16 H 0.586 -0.127 -2.721  C6 1.093

---

No. 2
A gas-phase ion, C4H9NOS (charge -2), computed with wB97M-V/def2-TZVPD.

- lowest unoccupied orbital energy (eV) = 5.9840
- ΔE to the lowest compared entry with this formula, charge and spin (kcal/mol) = 6.3
- HOMO energy (eV) = 0.137
- charge = -2
- HOMO-LUMO gap (eV) = 5.85
- spin multiplicity = 1
- total energy (eV) = -18664.5183
- SMILES = [O-]CNCCC[S-]

Bonds (Å) are listed after each position.
Geometry (Å):
1 C -0.829 -0.256 -0.136  N2 1.462, C5 1.546, H8 1.103, H9 1.079
2 N -1.417 1.032 -0.500  C1 1.462, C3 1.529, H10 1.016
3 C -2.883 0.950 -0.925  N2 1.529, O4 1.305, H11 1.139, H12 1.130
4 O -3.732 0.533 -0.026  C3 1.305
5 C 0.698 -0.322 -0.370  C1 1.546, C6 1.534, H13 1.097, H14 1.090
6 C 1.543 -0.379 0.909  C5 1.534, S7 1.834, H15 1.092, H16 1.092
7 S 3.290 -0.864 0.639  C6 1.834
8 H -1.328 -1.072 -0.684  C1 1.103
9 H -1.062 -0.440 0.901  C1 1.079
10 H -0.954 1.360 -1.343  N2 1.016
11 H -2.833 0.318 -1.872  C3 1.139
12 H -3.047 2.008 -1.289  C3 1.130
13 H 0.958 0.604 -0.898  C5 1.097
14 H 0.955 -1.158 -1.021  C5 1.090
15 H 1.025 -1.040 1.607  C6 1.092
16 H 1.546 0.623 1.343  C6 1.092

---

No. 3
2 unconnected molecules or ions with the total composition C4H9NOS, computed with wB97M-V/def2-TZVPD.

- lowest unoccupied orbital energy (eV) = 0.4294
- ΔE to the lowest compared entry with this formula, charge and spin (kcal/mol) = 82.6
- HOMO energy (eV) = -8.247
- charge = 0
- HOMO-LUMO gap (eV) = 8.68
- spin multiplicity = 1
- total energy (eV) = -18663.9451

Bonds (Å) are listed after each position.
Geometry (Å):
1 C 1.089 -0.687 -0.301  C3 1.363, H8 1.054, H9 1.141
2 C -2.191 -0.872 -1.319  S7 1.553, H10 1.063, H11 1.158
3 C 0.412 0.003 0.659  C1 1.363, C4 1.505, N5 1.408
4 C 0.429 1.507 0.700  C3 1.505, H12 1.017, H13 1.144, H14 1.054
5 N -0.290 -0.647 1.692  C3 1.408, H15 0.985, H16 1.014
6 O -1.137 -2.796 -2.397  S7 1.458
7 S -1.357 -2.164 -1.102  C2 1.553, O6 1.458
8 H 1.840 -0.107 -0.762  C1 1.054
9 H 1.180 -1.800 -0.069  C1 1.141
10 H -2.564 -0.707 -2.300  C2 1.063
11 H -2.494 -0.143 -0.472  C2 1.158
12 H 0.589 1.962 -0.195  C4 1.017
13 H 1.260 1.818 1.423  C4 1.144
14 H -0.436 2.001 1.045  C4 1.054
15 H -0.542 -0.191 2.529  N5 0.985
16 H 0.001 -1.617 1.734  N5 1.014

---

No. 4
C4H9NOS in the gas phase, computed with wB97M-V/def2-TZVPD.

- lowest unoccupied orbital energy (eV) = 0.9400
- ΔE to the lowest compared entry with this formula, charge and spin (kcal/mol) = 99.9
- HOMO energy (eV) = -8.692
- charge = 0
- HOMO-LUMO gap (eV) = 9.63
- spin multiplicity = 1
- total energy (eV) = -18663.1922
- SMILES = C=NO[C@H](C)SC

Bonds (Å) are listed after each position.
Geometry (Å):
1 C 1.437 0.404 1.907  H5 1.167, H6 1.215, H7 1.107, S16 1.764
2 C -0.765 -0.245 0.451  C3 1.457, H8 1.092, O15 1.432, S16 1.815
3 C -2.009 0.213 -0.152  C2 1.457, H9 1.195, H10 1.119, H11 1.224
4 C 1.062 -0.384 -2.424  H12 1.168, H13 1.099, N14 1.308
5 H 2.278 0.294 1.105  C1 1.167
6 H 1.749 1.154 2.810  C1 1.215
7 H 1.273 -0.598 2.350  C1 1.107
8 H -1.005 -1.028 1.173  C2 1.092
9 H -1.999 0.855 -1.159  C3 1.195
10 H -2.597 0.713 0.658  C3 1.119
11 H -2.638 -0.811 -0.382  C3 1.224
12 H 1.559 -1.441 -2.447  C4 1.168
13 H 1.426 0.379 -3.127  C4 1.099
14 N 0.333 0.198 -1.507  C4 1.308, O15 1.430
15 O -0.043 -0.860 -0.622  C2 1.432, N14 1.430
16 S -0.062 1.157 1.364  C1 1.764, C2 1.815

---

No. 5
C4H9NOS in the gas phase, computed with wB97M-V/def2-TZVPD.

- lowest unoccupied orbital energy (eV) = 0.8821
- ΔE to the lowest compared entry with this formula, charge and spin (kcal/mol) = 54.2
- HOMO energy (eV) = -8.721
- charge = 0
- HOMO-LUMO gap (eV) = 9.60
- spin multiplicity = 1
- total energy (eV) = -18665.1764
- SMILES = C=NS[C@H](C)OC

Bonds (Å) are listed after each position.
Geometry (Å):
1 C 1.860 -1.465 -0.034  H5 1.108, H6 1.114, H7 1.099, O15 1.433
2 C 0.675 0.544 0.465  C3 1.522, H8 1.100, O15 1.379, S16 1.813
3 C 0.347 1.904 -0.136  C2 1.522, H9 1.069, H10 1.081, H11 1.102
4 C -2.912 -0.665 -0.376  H12 1.113, H13 1.070, N14 1.265
5 H 1.104 -2.110 0.455  C1 1.108
6 H 2.263 -1.966 -0.944  C1 1.114
7 H 2.636 -1.263 0.719  C1 1.099
8 H 1.347 0.625 1.332  C2 1.100
9 H -0.213 1.791 -1.040  C3 1.069
10 H -0.180 2.509 0.587  C3 1.081
11 H 1.298 2.395 -0.400  C3 1.102
12 H -3.555 -0.682 -1.285  C4 1.113
13 H -3.211 -1.185 0.509  C4 1.070
14 N -1.833 -0.006 -0.402  C4 1.265, S16 1.740
15 O 1.258 -0.251 -0.499  C1 1.433, C2 1.379
16 S -0.884 -0.176 1.047  C2 1.813, N14 1.740

---

No. 6
2 unconnected molecules or ions with the total composition C4H9NOS, computed with wB97M-V/def2-TZVPD.

- lowest unoccupied orbital energy (eV) = -3.0431
- ΔE to the lowest compared entry with this formula, charge and spin (kcal/mol) = 135.0
- HOMO energy (eV) = -7.951
- charge = 0
- HOMO-LUMO gap (eV) = 4.91
- spin multiplicity = 1
- total energy (eV) = -18661.6730

Bonds (Å) are listed after each position.
Geometry (Å):
1 C 0.934 2.207 -0.282  N2 1.511, H8 1.142, H9 1.113, H10 1.062
2 N -0.465 1.666 -0.101  C1 1.511, C3 1.442, H11 1.038
3 C -0.342 0.235 -0.237  N2 1.442, C4 1.475, C6 1.403
4 C -0.808 -0.613 0.876  C3 1.475, S5 1.843, H13 1.109, H14 1.067
5 S -1.122 0.387 2.392  C4 1.843
6 C 0.001 -0.366 -1.456  C3 1.403, O7 1.313, H16 1.096
7 O 0.357 -1.625 -1.576  C6 1.313
8 H 1.692 1.635 0.352  C1 1.142
9 H 1.173 2.018 -1.352  C1 1.113
10 H 0.915 3.242 -0.044  C1 1.062
11 H -0.571 1.829 0.919  N2 1.038
12 H -0.305 -4.289 0.865  H15 0.755
13 H -1.788 -1.001 0.531  C4 1.109
14 H -0.079 -1.383 0.990  C4 1.067
15 H 0.349 -4.147 0.514  H12 0.755
16 H 0.057 0.207 -2.389  C6 1.096